Density functional theory data (wB97M-V/def2-TZVPD) for a 2-piece molecular cluster, C4H12ClNP overall.

Frontier orbital gap = 10.57 eV
Lowest unoccupied orbital energy = -3.910 eV
Relative energy (zero: lowest compared OMol25 entry of this formula, charge and spin) = 19.6 kJ/mol
M = 140.574 g/mol
Maximum force = 4.41 eV/Å
Charge = +1
Electronic energy = -1015.57077 hartree

Geometry (Å):
Cl1 -3.37030 -0.14254 0.74735
P1 -1.72896 -0.70341 -0.20602
N1 -0.42962 0.56232 0.08922
C1 -0.28894 -0.55158 1.01979
C2 0.90977 -1.54403 1.05778
C3 0.55918 0.58132 -1.04467
C4 -0.58715 1.88110 0.75847
H1 1.14506 -1.75533 -0.04372
H2 0.55724 -2.39560 1.49803
H3 -0.72758 -0.21414 1.90844
H4 1.55864 0.47667 -0.68454
H5 0.63968 -1.41777 -2.86459
H6 0.11343 2.03597 1.62097
H7 0.75784 1.49827 -1.58486
H8 -0.61501 2.74460 -0.02994
H9 1.20734 -1.67142 -3.27321
H10 -1.69809 1.87018 1.10523
H11 1.78997 -1.12448 1.60733
H12 0.20748 -0.13013 -1.68106